DFT (ωB97M-V/def2-TZVPD) results for a molecular structure, C7H11N2OS at a distorted geometry.

Values from the calculation:
Energy relative to the best compared isomer or geometry (same formula, charge and spin) (kcal per mole): 8.5
Calculated total energy (Ha): -855.9961
Kohn-Sham gap (eV): 8.75
E_HOMO (eV): -12.235
LUMO energy (eV): -3.49
Total charge: +1

Last column: Löwdin charge in e.
Geometry (Å):
C: 1.8988 -0.6341 0.7131  -0.047
C: 0.6018 0.0887 -1.2433  -0.027
C: 2.6586 0.4732 0.7210  -0.030
C: 1.5358 1.1358 -1.3323  0.016
C: 0.7886 -0.7765 -0.1907  -0.211
C: 2.5625 1.2810 -0.3712  -0.296
C: -3.0739 -0.1979 0.6608  -0.564
N: -0.2196 -1.9372 0.1551  0.072
N: -4.0738 0.6095 0.6840  0.078
O: 3.4563 2.3152 -0.4982  0.094
S: -3.0837 -1.4867 -0.5113  0.688
H: 1.8620 -1.3447 1.6067  0.138
H: -0.2303 0.0532 -1.9073  0.109
H: 3.5428 0.6349 1.4900  0.185
H: 1.4351 1.7382 -2.1817  0.106
H: -2.2408 -0.0866 1.3120  0.076
H: -0.1686 -2.1401 1.2005  0.150
H: -4.7471 0.4628 -0.0557  0.111
H: -1.3576 -1.6368 -0.2401  -0.060
H: 0.0503 -2.8776 -0.2967  0.173
H: 2.9998 2.9085 -1.0421  0.076
H: -4.1972 1.4174 1.3271  0.162